18
Properties=species:S:1:pos:R:3:mulliken_charge:R:1 method="wB97M-V/def2-TZVPD" total_energy_ha=-389.16123 de_lowest_kj_mol=140.2 orbital_gap_ev=10.266 charge=0
C -0.32634 -2.37541 0.25924 -1.4275
C -0.20457 -1.11445 -0.03826 0.6636
C -1.18231 -0.20267 -0.63955 -0.6561
C -1.10345 1.27673 -0.16550 -0.6056
C 0.34107 1.70893 -0.07667 -0.5325
N 1.12650 0.89993 0.81510 -0.3026
C 1.30479 -0.41397 0.44606 -0.1994
F 2.19023 -0.63340 -0.64492 -0.3442
H 0.39878 -2.89436 0.66658 0.3997
H -1.15709 -2.87203 -0.01495 0.3933
H -1.02355 -0.30782 -1.71526 0.2667
H -2.19190 -0.50513 -0.29762 0.3672
H -1.84280 1.79985 -0.79707 0.3149
H -1.46392 1.24062 0.87676 0.3138
H 0.71724 1.31614 -1.09716 0.2408
H 0.63473 2.80745 -0.00756 0.3955
H 2.05096 1.33967 1.24365 0.2827
H 1.73164 -1.07009 1.18713 0.4298



40
Properties=species:S:1:pos:R:3:mulliken_charge:R:1 method="wB97M-V/def2-TZVPD" total_energy_ha=-2242.74123 de_lowest_kj_mol=16.6 orbital_gap_ev=6.130 charge=-1
C 2.96395 -1.52484 2.40121 -0.9999
S 1.72067 -1.91275 1.18360 0.6800
O 2.22315 -1.30825 -0.06260 -0.8499
O 0.44895 -1.35272 1.62475 -0.6267
In 1.60130 -4.47231 1.01025 0.7861
S 3.53663 -4.96466 -0.47239 -0.5655
H 2.54135 -1.78402 3.36997 0.3203
H 3.80890 -2.17670 2.17934 0.3763
H 3.23405 -0.47325 2.33577 0.2970
H 0.05928 -4.95100 0.37362 -0.3117
H 2.01146 -5.09511 2.59887 -0.3137
H 3.64818 -3.77050 -1.05516 0.0773
C -1.30793 0.82101 -2.97353 -1.3190
C -1.78326 0.42273 -4.15579 0.4654
C -1.26464 -0.80220 -4.86178 1.1086
O -1.78990 -1.06879 -5.93805 -0.6917
C -0.21377 -1.56104 -4.24749 -0.8860
C 0.29298 -1.18455 -3.04984 0.5315
C -0.24263 0.05286 -2.33187 0.8841
O 0.23666 0.34111 -1.26236 -0.4537
O 1.25184 -1.86464 -2.47314 -0.4554
O -2.75042 1.04735 -4.82728 -0.6244
H -1.68381 1.69054 -2.45203 0.4086
H 0.14953 -2.43457 -4.77004 0.4383
H 1.54992 -1.51241 -1.58558 0.3470
H -2.87496 0.51208 -5.63612 0.3639
C -1.61143 4.02127 3.25036 -1.0635
C -2.22464 3.73855 2.09392 0.3001
C -1.89707 2.50262 1.28232 1.1189
O -2.53852 2.36071 0.25338 -0.6524
C -0.87663 1.60385 1.76355 -0.6500
C -0.25823 1.89069 2.92078 0.1288
C -0.59280 3.11189 3.74142 0.8506
O 0.01761 3.27534 4.78405 -0.6582
O 0.69275 1.13004 3.43367 -0.4411
O -3.16657 4.49290 1.54686 -0.6006
H -1.84001 4.90005 3.83649 0.4229
H -0.63066 0.72294 1.18176 0.5138
H 0.97618 1.54957 4.26614 0.3590
H -3.41746 4.02621 0.72298 0.3848



| no. | lowest unoccupied orbital energy (eV) |
| --- | --- |
| 1 | 1.01 |
| 2 | 0.69 |